The following is a DFT calculation (the ωB97M-V functional and the def2-TZVPD basis) of 6 unconnected molecules or ions with the total composition C27H64FN7O3 at a distorted geometry.

As for the total charge: +5. The total energy is -48271.69875 eV. For the energy above the lowest of the compared OMol25 structures with the same formula, charge and spin, the calculation gives 0.00 kcal/mol. For the maximum force, the calculation gives 0.0803 hartree/bohr. Its spin multiplicity is 2. The calculation puts the HOMO energy (spin up / spin down) at -20.964 / -20.964 eV. The calculation puts the orbital gap (spin up / spin down) at 6.7 / 2.9 eV.

CARTESIAN COORDINATES (ANGSTROEM)
F (-0.004, 0.267, -0.811)
C (-3.471, -0.577, 6.544)
C (-3.651, -0.375, 5.096)
N (-2.683, -1.191, 4.315)
C (-2.872, -2.438, 3.728)
C (-1.688, -2.809, 3.129)
N (-0.818, -1.697, 3.143)
C (-1.442, -0.774, 3.928)
C (0.541, -1.545, 2.588)
H (-4.025, 0.065, 7.229)
H (-2.454, -0.531, 6.935)
H (-3.747, -1.599, 6.801)
H (-3.316, 0.656, 4.979)
H (-4.675, -0.487, 4.740)
H (-3.807, -2.963, 3.862)
H (-1.250, -3.627, 2.577)
H (-1.039, 0.180, 4.233)
H (1.116, -2.465, 2.689)
H (1.019, -0.807, 3.232)
H (0.445, -1.270, 1.537)
C (3.401, 1.969, 0.003)
C (2.796, 0.994, 1.054)
N (3.363, 1.049, 2.406)
C (4.519, 0.495, 2.891)
C (4.617, 0.717, 4.296)
N (3.521, 1.480, 4.666)
C (2.753, 1.644, 3.546)
C (3.209, 2.181, 5.897)
H (2.786, 2.005, -0.896)
H (4.426, 1.704, -0.257)
H (3.304, 2.984, 0.387)
H (2.896, -0.051, 0.762)
H (1.736, 1.225, 1.164)
H (5.237, -0.063, 2.308)
H (5.421, 0.528, 4.993)
H (1.885, 2.281, 3.461)
H (2.684, 1.479, 6.545)
H (2.509, 2.995, 5.710)
H (4.117, 2.446, 6.440)
C (-1.697, 1.605, -4.716)
N (-0.915, 0.424, -5.396)
C (-1.364, -0.888, -4.709)
C (-1.388, 0.448, -6.862)
C (0.606, 0.587, -5.341)
C (1.231, 0.384, -3.923)
O (0.900, 1.512, -3.036)
H (-2.761, 1.594, -4.953)
H (-1.240, 2.476, -5.186)
H (-1.538, 1.642, -3.639)
H (-0.652, -1.647, -5.033)
H (-2.365, -1.140, -5.060)
H (-1.195, -0.787, -3.637)
H (-2.461, 0.603, -6.973)
H (-0.912, -0.284, -7.515)
H (-1.119, 1.456, -7.176)
H (1.029, 1.541, -5.654)
H (0.942, -0.240, -5.967)
H (2.304, 0.223, -4.022)
H (0.825, -0.559, -3.555)
H (0.498, 1.201, -2.221)
C (-1.318, 5.543, 0.934)
N (-1.150, 4.651, -0.337)
C (-2.262, 5.201, -1.384)
C (0.285, 4.696, -0.834)
C (-1.595, 3.202, 0.010)
C (-0.970, 2.671, 1.299)
O (-1.067, 1.263, 1.355)
H (-1.129, 6.552, 0.566)
H (-0.567, 5.262, 1.673)
H (-2.320, 5.373, 1.326)
H (-3.194, 5.305, -0.828)
H (-2.342, 4.490, -2.207)
H (-1.858, 6.114, -1.820)
H (1.036, 4.307, -0.146)
H (0.438, 5.661, -1.317)
H (0.259, 3.911, -1.589)
H (-1.453, 2.612, -0.895)
H (-2.666, 3.334, 0.161)
H (-1.433, 3.105, 2.186)
H (0.106, 2.818, 1.391)
H (-0.719, 0.862, 0.556)
C (-0.090, -6.790, -1.621)
N (0.412, -5.329, -1.655)
C (1.871, -5.399, -1.071)
C (0.514, -4.948, -3.146)
C (-0.590, -4.508, -0.840)
C (-0.110, -3.070, -0.612)
O (-0.066, -2.276, -1.769)
H (0.458, -7.317, -2.402)
H (-1.149, -6.845, -1.875)
H (0.178, -7.166, -0.634)
H (1.910, -5.983, -0.152)
H (2.389, -4.450, -0.930)
H (2.397, -5.891, -1.890)
H (-0.527, -4.804, -3.435)
H (1.177, -5.685, -3.599)
H (0.980, -3.964, -3.179)
H (-0.496, -5.017, 0.119)
H (-1.600, -4.696, -1.204)
H (0.887, -3.069, -0.171)
H (-0.699, -2.593, 0.171)
H (-0.008, -1.360, -1.486)

These are the Löwdin partial charges, in e, on atoms 1 to 99: -0.4581 -0.0767 -0.1566 -0.0147 0.0417 0.0215 -0.0732 -0.0163 0.0060 0.1076 0.0853 0.0939 0.1214 0.1498 0.1537 0.1265 0.1530 0.1091 0.0733 0.0671 -0.0021 -0.1449 0.0317 0.1749 0.2120 -0.0250 0.1575 0.0696 0.0820 0.0980 0.0827 0.1406 0.0970 0.1843 0.1889 0.1848 0.1308 0.1266 0.1397 0.0303 -0.3058 0.0334 0.0248 -0.0750 -0.1724 -0.1113 0.1106 0.1073 0.0788 0.1051 0.1199 0.0776 0.1145 0.1234 0.1067 0.1474 0.1386 0.1291 0.0799 -0.0060 0.0346 -0.3115 0.0861 0.0297 -0.0765 -0.2447 -0.0956 0.1184 0.0950 0.1139 0.1123 0.0975 0.1113 0.0865 0.1220 0.0899 0.1234 0.1374 0.1258 0.0849 -0.0039 0.0323 -0.3269 0.0429 0.0380 -0.0683 -0.2485 -0.0766 0.1138 0.1195 0.1099 0.1088 0.0945 0.1082 0.1180 0.1134 0.0900 0.1283 0.1477


The following is a DFT calculation (the ωB97M-V functional and the def2-TZVPD basis) of a molecular structure, C27H64N3O3RuS2Si5Te2 at a distorted geometry.

The total energy is -117876.00830 eV. For the energy above the lowest of the compared OMol25 structures with the same formula, charge and spin, the calculation gives 44.25 kcal/mol. For the maximum force, the calculation gives 0.0841 hartree/bohr. Its spin multiplicity is 6. The calculation puts the HOMO energy (spin up / spin down) at -7.171 / -7.173 eV. The calculation puts the orbital gap (spin up / spin down) at 7.3 / 5.0 eV.

CARTESIAN COORDINATES (ANGSTROEM)
Ru (1.849, 2.104, -0.146)
C (2.281, 3.715, 2.502)
C (0.763, 3.486, 2.219)
N (0.318, 2.234, 1.622)
C (0.051, 1.100, 2.502)
C (1.238, 0.127, 2.862)
S (2.243, -0.161, 1.341)
C (3.745, 0.400, 2.092)
C (3.885, 1.846, 2.512)
N (3.132, 2.848, 1.620)
H (2.441, 4.715, 2.252)
H (2.542, 3.654, 3.578)
H (0.213, 3.765, 3.160)
H (0.595, 4.229, 1.468)
H (-0.443, 2.318, 1.056)
H (-0.333, 1.529, 3.468)
H (-0.647, 0.467, 2.006)
H (1.908, 0.457, 3.641)
H (0.770, -0.845, 3.195)
H (3.934, -0.267, 2.959)
H (4.468, 0.128, 1.369)
H (3.519, 2.067, 3.502)
H (4.908, 2.182, 2.555)
H (3.861, 3.422, 1.178)
C (7.038, 2.307, -0.640)
S (5.334, 2.491, -1.134)
O (4.805, 3.733, -0.620)
O (5.417, 2.366, -2.604)
O (4.459, 1.433, -0.570)
H (7.253, 3.050, 0.124)
H (7.595, 2.486, -1.547)
H (7.247, 1.249, -0.279)
C (3.556, -0.031, -3.807)
Te (2.353, -1.541, -4.682)
C (2.155, -2.661, -2.936)
H (2.976, 0.868, -3.513)
H (4.304, 0.429, -4.512)
H (4.110, -0.389, -2.924)
H (3.059, -2.659, -2.333)
H (2.016, -3.675, -3.186)
H (1.344, -2.210, -2.379)
C (-4.155, -6.324, 1.669)
Si (-2.762, -5.282, 2.301)
C (-1.108, -6.195, 2.237)
C (-3.231, -4.878, 4.082)
Si (-2.644, -3.362, 0.969)
Te (-0.316, -2.442, 0.771)
Si (-3.799, -1.473, 1.854)
C (-5.569, -1.722, 2.408)
C (-2.970, -0.842, 3.484)
C (-3.509, -0.161, 0.535)
Si (-2.688, -4.012, -1.317)
C (-4.421, -4.511, -1.935)
C (-2.130, -2.692, -2.560)
C (-1.639, -5.594, -1.365)
H (-3.934, -7.365, 1.930)
H (-4.234, -6.307, 0.594)
H (-5.107, -6.136, 2.131)
H (-1.247, -7.289, 2.136)
H (-0.526, -6.199, 3.139)
H (-0.477, -5.874, 1.375)
H (-3.180, -5.644, 4.805)
H (-4.233, -4.438, 4.099)
H (-2.544, -4.116, 4.392)
H (-5.623, -2.032, 3.428)
H (-6.252, -2.321, 1.756)
H (-5.937, -0.657, 2.411)
H (-3.075, -1.489, 4.353)
H (-3.315, 0.193, 3.725)
H (-1.893, -0.694, 3.275)
H (-3.688, -0.460, -0.502)
H (-2.564, 0.330, 0.535)
H (-4.138, 0.709, 0.744)
H (-4.768, -3.631, -2.457)
H (-5.114, -4.893, -1.229)
H (-4.268, -5.376, -2.668)
H (-2.844, -1.891, -2.743)
H (-1.770, -3.070, -3.503)
H (-1.313, -2.107, -2.171)
H (-2.086, -6.424, -0.749)
H (-0.640, -5.461, -0.945)
H (-1.632, -5.918, -2.410)
C (-2.159, 2.849, -1.638)
Si (-0.479, 2.402, -2.183)
C (-0.237, 2.506, -4.060)
C (-0.278, 0.516, -1.811)
N (0.708, 3.318, -1.416)
C (1.061, 4.621, -1.657)
C (0.330, 5.589, -1.094)
C (0.627, 6.899, -1.535)
C (1.809, 7.207, -2.110)
C (2.708, 6.182, -2.478)
C (2.314, 4.901, -2.116)
H (-2.247, 2.659, -0.584)
H (-2.817, 2.209, -2.085)
H (-2.542, 3.814, -1.894)
H (-0.950, 1.857, -4.603)
H (0.730, 2.272, -4.409)
H (-0.472, 3.544, -4.399)
H (0.614, 0.101, -2.228)
H (-1.070, -0.114, -2.215)
H (-0.305, 0.281, -0.756)
H (-0.672, 5.373, -0.732)
H (-0.212, 7.531, -1.498)
H (2.167, 8.227, -2.383)
H (3.447, 6.446, -3.240)
H (3.005, 4.096, -2.433)

These are the Löwdin partial charges, in e, on atoms 1 to 99: 1.1773 -0.1627 -0.1817 -0.1519 -0.2568 -0.4099 0.7717 -0.5034 -0.2057 -0.1257 0.0950 0.1152 0.1312 0.0862 0.0475 0.1334 0.0306 0.0619 0.0553 0.0984 0.0360 0.0852 0.1217 0.0731 -0.1439 0.3861 -0.3811 -0.3682 -0.4517 0.0511 0.0475 0.0850 -0.5160 1.0728 -0.5185 -0.0169 0.0178 0.0046 0.0101 -0.0282 -0.0504 -0.2183 0.3400 -0.2210 -0.2062 0.0798 0.6471 0.3445 -0.2272 -0.2078 -0.2332 0.3323 -0.2135 -0.2108 -0.2283 0.0400 -0.0001 0.0279 0.0362 0.0156 0.0073 0.0158 0.0300 0.0077 0.0062 0.0410 0.0435 0.0177 0.0462 -0.0185 0.0324 -0.0199 0.0351 0.0109 -0.0067 0.0596 0.0324 0.0376 -0.0474 0.0404 0.0045 0.0305 -0.1598 0.3499 -0.1567 -0.1898 -0.2257 -0.4482 -0.0574 -0.1005 -0.1198 -0.0534 -0.0584 0.0174 -0.0035 0.0343 0.0355 -0.0014 0.0406